(1)
Formula: C2H5NOS2
Source: OMol25
Level of theory: ωB97M-V/def2-TZVPD

The geometry in XYZ format:
```
11
C2H5NOS2, DFT ωB97M-V/def2-TZVPD
C -2.27 0.22 -0.09
C 0.69 0.01 -0.07
H -2.10 1.31 -0.78
H -2.84 0.46 1.10
H -3.19 -0.42 -0.40
H 1.58 -1.92 0.50
H 3.24 1.14 -0.02
N 1.76 -0.82 0.03
O 0.65 1.23 0.00
S -0.92 -0.94 -0.14
S 3.39 -0.26 -0.13
```

Output
Gap between HOMO and LUMO, eV: 9.0
Electronic energy, eV: -27360.35891

Atomic partial charges in e from the Mulliken method, atoms 1 to 6: -0.723, 0.624, 0.254, 0.247, 0.278, 0.341


(2)
Formula: C2H5NOS2
Source: OMol25
Level of theory: ωB97M-V/def2-TZVPD

The geometry in XYZ format:
```
11
C2H5NOS2, DFT ωB97M-V/def2-TZVPD
C 1.18 0.24 0.66
C -0.15 0.88 0.07
H 1.35 -1.27 -1.58
H 0.70 -0.62 1.40
H 1.91 1.08 1.35
H -0.95 -1.15 0.64
H -2.05 -0.22 -1.60
N -1.17 -0.15 0.48
O -0.41 1.91 -0.59
S 2.31 -0.37 -0.51
S -2.72 -0.35 -0.32
```

Output
Gap between HOMO and LUMO, eV: 9.4
SMILES: O=C(CS)NS
Electronic energy, eV: -27359.84503

Atomic partial charges in e from the Mulliken method, atoms 1 to 6: -0.391, 0.495, 0.136, 0.231, 0.299, 0.342


(3)
Formula: C2H5NOS2
Source: OMol25
Level of theory: ωB97M-V/def2-TZVPD

The geometry in XYZ format:
```
11
C2H5NOS2, DFT ωB97M-V/def2-TZVPD
C -1.29 1.44 0.07
C -0.14 -0.63 -0.03
H -1.90 1.29 -0.80
H -1.02 2.47 0.14
H -1.83 1.07 0.99
H 1.12 -2.30 0.14
H 3.21 -1.01 -0.59
N 1.06 -1.31 -0.03
O -0.07 0.69 -0.08
S -1.57 -1.49 0.07
S 2.41 -0.22 0.13
```

Output
Gap between HOMO and LUMO, eV: 9.1
SMILES: COC(=S)NS
Electronic energy, eV: -27362.10018

Atomic partial charges in e from the Mulliken method, atoms 1 to 6: -0.711, 0.516, 0.349, 0.232, 0.328, 0.280


(4)
Formula: C2H5NP2
Source: OMol25
Level of theory: ωB97M-V/def2-TZVPD

The geometry in XYZ format:
```
10
C2H5NP2, DFT ωB97M-V/def2-TZVPD
C 0.27 1.30 0.16
C -0.18 -1.35 0.19
N -1.24 1.07 -0.10
P -1.78 -0.38 -0.09
P 1.26 -0.23 -0.19
H 0.59 2.15 -0.44
H 0.35 1.55 1.22
H -0.14 -1.66 1.24
H -0.15 -2.26 -0.41
H 1.02 -0.19 -1.58
```

Output
Gap between HOMO and LUMO, eV: 9.3
SMILES: C1N=PCP1
Electronic energy, eV: -22221.58597

Atomic partial charges in e from the Mulliken method, atoms 1 to 6: -0.478, -0.756, -0.293, 0.156, 0.012, 0.331


(5)
Formula: C2H5NP2
Source: OMol25
Level of theory: ωB97M-V/def2-TZVPD

The geometry in XYZ format:
```
10
C2H5NP2, DFT ωB97M-V/def2-TZVPD
C 3.18 0.49 0.04
C 2.27 -0.54 0.00
N 4.18 1.05 0.01
P 0.56 -0.01 -0.35
P -2.02 0.89 -0.11
H 2.51 -1.42 0.73
H 0.81 1.13 -1.13
H 0.27 -1.02 -1.24
H -1.74 2.36 -0.22
H -2.50 1.10 1.17
```

Output
Gap between HOMO and LUMO (alpha / beta), eV: 6.6 / 7.2
Electronic energy, eV: -22218.19041

Atomic partial charges in e from the Mulliken method, atoms 1 to 6: 0.240, -0.372, -0.383, 0.066, -0.142, 0.269


(6)
Formula: C2H5NP2
Source: OMol25
Level of theory: ωB97M-V/def2-TZVPD

The geometry in XYZ format:
```
10
C2H5NP2, DFT ωB97M-V/def2-TZVPD
C 1.04 -1.28 -0.24
C -0.41 1.28 -0.18
N -2.03 -1.14 0.23
P -2.23 0.31 -0.04
P 1.01 0.32 0.32
H 1.66 -1.99 0.29
H 0.89 -1.48 -1.28
H -0.34 1.58 -1.23
H -0.49 2.18 0.43
H 0.91 0.22 1.71
```

Output
Gap between HOMO and LUMO (alpha / beta), eV: 7.8 / 6.3
Electronic energy, eV: -22218.34433

Atomic partial charges in e from the Mulliken method, atoms 1 to 6: -0.530, -0.805, -0.335, 0.173, 0.179, 0.282


(7)
Formula: C2H5NS
Source: OMol25
Level of theory: ωB97M-V/def2-TZVPD

The geometry in XYZ format:
```
9
C2H5NS, DFT ωB97M-V/def2-TZVPD
C 0.54 -0.42 -0.11
C 0.34 1.05 0.03
N -0.80 -0.95 0.15
S -1.99 0.23 -0.20
H 0.94 -0.53 -1.07
H 1.27 -0.72 0.59
H 0.08 1.53 1.01
H 0.73 1.67 -0.67
H -1.11 -1.86 0.28
```

Output
Gap between HOMO and LUMO (alpha / beta), eV: 6.1 / 7.9
Electronic energy, eV: -14476.58643

Atomic partial charges in e from the Mulliken method, atoms 1 to 6: -0.070, -0.901, -0.235, -0.154, 0.210, 0.292


(8)
Formula: C2H5NS
Source: OMol25
Level of theory: ωB97M-V/def2-TZVPD

The geometry in XYZ format:
```
9
C2H5NS, DFT ωB97M-V/def2-TZVPD
C -0.33 -0.95 -0.44
C 0.20 1.31 0.67
N -0.78 -1.81 -1.21
S -1.00 0.70 -0.54
H 0.88 -1.01 0.25
H 0.47 2.42 0.52
H 1.18 0.77 0.51
H -0.37 1.21 1.57
H -0.24 -2.64 -1.33
```

Output
Gap between HOMO and LUMO, eV: 10.0
Electronic energy, eV: -14478.41661

Atomic partial charges in e from the Mulliken method, atoms 1 to 6: 0.150, -0.747, -0.518, -0.050, 0.104, 0.292


(9)
Formula: C2H5NS
Source: OMol25
Level of theory: ωB97M-V/def2-TZVPD

The geometry in XYZ format:
```
9
C2H5NS, DFT ωB97M-V/def2-TZVPD
C 1.52 1.32 0.93
C -1.17 -1.08 -0.84
N 0.51 0.48 0.31
S -0.35 -0.77 0.76
H 1.93 2.16 0.41
H 1.73 1.14 1.98
H -2.14 -1.60 -0.77
H -0.60 -1.58 -1.58
H -1.44 -0.07 -1.20
```

Output
Gap between HOMO and LUMO, eV: 8.8
SMILES: C=NSC
Electronic energy, eV: -14478.07716

Atomic partial charges in e from the Mulliken method, atoms 1 to 6: -0.327, -0.806, -0.281, 0.045, 0.273, 0.206


(10)
Formula: C2H5NS
Source: OMol25
Level of theory: ωB97M-V/def2-TZVPD

The geometry in XYZ format:
```
9
C2H5NS, DFT ωB97M-V/def2-TZVPD
C -1.99 0.15 -0.10
C 1.69 -0.17 0.06
N -0.72 0.14 -0.13
S 0.30 0.50 1.05
H -2.48 -0.24 -0.95
H -2.62 0.60 0.74
H 2.57 -0.14 0.51
H 1.78 0.36 -0.91
H 1.47 -1.20 -0.26
```

Output
Gap between HOMO and LUMO (alpha / beta), eV: 6.0 / 6.8
Multiplicity: 3
Electronic energy, eV: -14475.10129

Atomic partial charges in e from the Mulliken method, atoms 1 to 6: -0.461, -0.855, -0.375, 0.170, 0.302, 0.221


(11)
Formula: C2H5NS2
Source: OMol25
Level of theory: ωB97M-V/def2-TZVPD

The geometry in XYZ format:
```
10
C2H5NS2, DFT ωB97M-V/def2-TZVPD
C 1.95 -1.22 -0.04
C 0.72 -0.29 0.07
H 2.82 -0.71 0.40
H 1.75 -2.22 0.30
H 2.20 -1.33 -1.08
H -0.55 -1.83 0.44
H -2.28 -0.13 1.20
N -0.49 -0.92 0.03
S 0.90 1.36 0.02
S -1.94 -0.01 -0.12
```

Output
Gap between HOMO and LUMO, eV: 8.7
SMILES: CC(=S)NS
Electronic energy, eV: -25314.86878

Atomic partial charges in e from the Mulliken method, atoms 1 to 6: -1.003, 0.392, 0.299, 0.322, 0.279, 0.273


(12)
Formula: C2H5NS2
Source: OMol25
Level of theory: ωB97M-V/def2-TZVPD

The geometry in XYZ format:
```
10
C2H5NS2, DFT ωB97M-V/def2-TZVPD
C 1.09 1.29 0.08
C 0.00 -1.49 -0.01
H 2.36 1.07 0.82
H 1.03 2.03 -1.17
H -0.04 1.13 0.77
H 0.26 -2.60 0.12
H -3.05 0.17 0.18
N -1.23 -1.27 -0.05
S 1.44 -0.58 -0.41
S -1.85 0.25 -0.33
```

Output
Gap between HOMO and LUMO, eV: 8.7
Electronic energy, eV: -25310.06179

Atomic partial charges in e from the Mulliken method, atoms 1 to 6: -0.696, 0.027, 0.276, 0.255, 0.271, 0.284


(13)
Formula: C2H5NS2
Source: OMol25
Level of theory: ωB97M-V/def2-TZVPD

The geometry in XYZ format:
```
10
C2H5NS2, DFT ωB97M-V/def2-TZVPD
C 0.60 1.68 1.23
C -0.41 -0.38 0.00
N 0.04 0.93 -0.04
S 1.32 3.05 0.98
S 1.02 -1.58 -0.21
H 0.37 1.34 2.18
H -0.76 -0.62 0.97
H -1.32 -0.64 -0.80
H 0.26 1.44 -0.82
H 1.45 -1.22 -1.35
```

Output
Gap between HOMO and LUMO, eV: 8.9
SMILES: S=CNCS
Electronic energy, eV: -25313.76332

Atomic partial charges in e from the Mulliken method, atoms 1 to 6: -0.049, -0.390, -0.177, -0.308, -0.203, 0.323


(14)
Formula: C2H5NS2
Source: OMol25
Level of theory: ωB97M-V/def2-TZVPD

The geometry in XYZ format:
```
10
C2H5NS2, DFT ωB97M-V/def2-TZVPD
C -0.79 -0.10 -1.41
C 0.28 1.11 1.06
H -1.29 0.31 -2.30
H 0.23 -0.57 -1.72
H -1.43 -0.86 -0.86
H 0.21 1.95 1.79
H 1.21 -2.07 1.67
N 0.86 0.09 1.56
S -0.57 1.47 -0.40
S 1.29 -1.33 0.61
```

Output
Gap between HOMO and LUMO, eV: 9.3
SMILES: CS/C=N\S
Electronic energy, eV: -25314.18291

Atomic partial charges in e from the Mulliken method, atoms 1 to 6: -0.837, 0.029, 0.300, 0.292, 0.317, 0.291


(15)
Formula: C2H5NSi
Source: OMol25
Level of theory: ωB97M-V/def2-TZVPD

The geometry in XYZ format:
```
9
C2H5NSi, DFT ωB97M-V/def2-TZVPD
C -2.71 0.32 -0.12
C -1.63 -0.18 0.06
N -0.45 -0.71 0.04
Si 1.11 0.16 -0.04
H -3.62 0.83 0.06
H -0.62 -1.79 -0.17
H 0.41 1.56 0.07
H 1.58 -0.15 -1.40
H 2.29 0.12 0.80
```

Output
Gap between HOMO and LUMO, eV: 9.2
SMILES: C#CN[SiH3]
Electronic energy, eV: -11519.89333

Atomic partial charges in e from the Mulliken method, atoms 1 to 6: -0.448, -0.031, -0.286, 0.317, 0.399, 0.315


(16)
Formula: C2H5NSi
Source: OMol25
Level of theory: ωB97M-V/def2-TZVPD

The geometry in XYZ format:
```
9
C2H5NSi, DFT ωB97M-V/def2-TZVPD
C -0.88 1.57 -0.08
C 1.09 -0.89 -0.12
N -1.13 2.51 0.52
Si -0.64 -0.36 -0.22
H 1.75 -1.54 -0.09
H 1.10 -0.42 0.93
H -1.20 -0.31 1.04
H -1.58 -0.41 -1.38
H 1.50 -0.15 -0.60
```

Output
Gap between HOMO and LUMO, eV: 11.9
SMILES: C[SiH2]C#N
Electronic energy, eV: -11519.87479

Atomic partial charges in e from the Mulliken method, atoms 1 to 6: 0.115, -1.233, -0.386, 0.363, 0.647, 0.281


(17)
Formula: C2H5O
Source: OMol25
Level of theory: ωB97M-V/def2-TZVPD

The geometry in XYZ format:
```
8
C2H5O, DFT ωB97M-V/def2-TZVPD
O -2.45 -0.52 -0.75
H -3.08 -0.78 -1.42
C 0.49 -0.07 -0.05
C 1.35 0.55 0.75
H 0.79 -0.33 -1.06
H -0.50 -0.39 0.26
H 2.35 0.86 0.48
H 1.06 0.68 1.79
```

Output
Gap between HOMO and LUMO, eV: 6.5
Total charge: -1
Electronic energy, eV: -4200.98739

Atomic partial charges in e from the Mulliken method, atoms 1 to 6: -1.105, 0.118, -0.422, -0.472, 0.235, 0.188


(18)
Formula: C2H5O2
Source: OMol25
Level of theory: ωB97M-V/def2-TZVPD

The geometry in XYZ format:
```
9
C2H5O2, DFT ωB97M-V/def2-TZVPD
O -0.94 -2.64 0.02
H -1.21 -2.24 -0.81
C -0.52 0.41 0.17
C 0.73 0.73 0.52
O 1.76 1.09 -0.31
H -1.39 0.94 0.54
H -0.71 -0.42 -0.51
H 0.93 1.00 1.56
H 1.34 1.12 -1.18
```

Output
Gap between HOMO and LUMO, eV: 5.9
Total charge: -1
Electronic energy, eV: -6247.04536

Atomic partial charges in e from the Mulliken method, atoms 1 to 6: -1.091, 0.139, -0.542, 0.102, -0.502, 0.236


(19)
Formula: C2H5O2
Source: OMol25
Level of theory: ωB97M-V/def2-TZVPD

The geometry in XYZ format:
```
9
C2H5O2, DFT ωB97M-V/def2-TZVPD
O -2.99 0.90 0.89
H -2.92 0.50 1.79
C 0.04 -0.89 -0.28
C 0.92 0.06 -0.10
O 2.06 0.12 -0.96
H -0.87 -0.94 0.35
H 0.25 -1.40 -1.18
H 1.09 0.72 0.80
H 2.42 0.93 -1.32
```

Output
Gap between HOMO and LUMO, eV: 5.5
Total charge: -1
Electronic energy, eV: -6247.83395

Atomic partial charges in e from the Mulliken method, atoms 1 to 6: -1.108, 0.123, -0.552, 0.062, -0.553, 0.227


(20)
Formula: C2H5O2
Source: OMol25
Level of theory: ωB97M-V/def2-TZVPD

The geometry in XYZ format:
```
9
C2H5O2, DFT ωB97M-V/def2-TZVPD
O 1.93 0.38 1.65
H 1.10 -0.10 1.83
O 0.51 -0.05 -0.76
C -0.70 -0.42 -0.51
C -2.01 0.11 -0.77
H -0.78 -1.44 0.18
H -2.38 0.52 -1.85
H -2.95 -0.34 -0.30
H 1.74 0.60 0.74
```

Output
Gap between HOMO and LUMO, eV: 7.3
Total charge: -1
Electronic energy, eV: -6249.27232

Atomic partial charges in e from the Mulliken method, atoms 1 to 6: -0.683, 0.297, -0.757, -0.003, -0.686, 0.200